42
Properties=species:S:1:pos:R:3:nbo_charge:R:1 method="wB97M-V/def2-TZVPD" total_energy_ha=-1206.85275 charge=+2 de_lowest_kcal_mol=2.26 gap_ha=0.204
Au -0.11 0.15 -0.88 1.00
C -3.05 -2.78 1.36 -0.61
C -2.75 -1.39 0.76 -0.25
C -4.01 -0.76 0.19 -0.62
C -1.65 -1.55 -0.27 -0.02
C -0.33 -1.93 0.14 -0.17
C 0.68 -2.33 -0.79 -0.23
C 0.46 -2.23 -2.16 0.02
C 1.52 -2.55 -3.16 -0.66
C -0.81 -1.71 -2.56 -0.19
C -1.85 -1.41 -1.66 -0.28
H -3.87 -2.69 2.07 0.25
H -2.20 -3.20 1.89 0.22
H -3.36 -3.48 0.58 0.22
H -2.36 -0.74 1.55 0.22
H -4.46 -1.39 -0.58 0.22
H -3.82 0.23 -0.24 0.22
H -4.74 -0.63 0.98 0.25
H -0.11 -2.03 1.19 0.26
H 1.65 -2.65 -0.42 0.27
H 2.16 -1.69 -3.33 0.25
H 1.08 -2.84 -4.12 0.25
H 2.14 -3.37 -2.81 0.26
H -1.00 -1.57 -3.62 0.27
H -2.80 -1.08 -2.05 0.28
I 0.98 1.89 -2.42 0.54
C 2.01 2.74 -0.81 -0.15
C 2.91 3.74 -1.02 -0.20
C 3.52 4.32 0.12 -0.18
C 3.18 3.90 1.37 -0.12
C 2.23 2.87 1.58 -0.06
C 1.83 2.47 2.88 -0.12
C 0.88 1.51 3.05 -0.19
C 0.30 0.86 1.94 -0.25
C 0.70 1.21 0.69 -0.10
C 1.64 2.25 0.45 -0.09
H 3.16 4.10 -2.00 0.25
H 4.24 5.11 -0.02 0.26
H 3.63 4.36 2.24 0.25
H 2.28 2.96 3.73 0.25
H 0.56 1.23 4.05 0.25
H -0.45 0.10 2.12 0.23